Below is a molecular structure, C39H57LaN13O3PS at a distorted geometry, with properties calculated with ωB97M-V/def2-TZVPD.

The energy above the lowest of the compared OMol25 structures with the same formula, charge and spin comes out at 13.6 kcal per mole. The total charge is -1. Its highest occupied orbital energy (spin up / spin down) is -0.090 / -0.194 Ha. The spin multiplicity is 2. The total energy comes out at -87870.75292 eV.

Structure (XYZ):
```
115
Properties=species:S:1:pos:R:3:mulliken_charge:R:1
La 0.319 0.627 -0.998 2.029
O 0.264 2.377 0.754 -0.742
N -0.871 2.567 1.382 0.301
C -0.863 2.771 2.713 -0.179
C -2.009 3.020 3.425 -0.847
C -3.224 3.070 2.741 -0.285
C -3.233 2.853 1.383 -0.794
C -2.051 2.574 0.676 0.616
S -2.037 2.268 -0.998 -0.568
H 0.117 2.728 3.166 0.472
H -1.950 3.177 4.492 0.446
H -4.147 3.266 3.272 0.377
H -4.145 2.881 0.805 0.419
N -0.010 -0.942 -4.844 -0.059
C 1.272 -0.547 -4.604 0.168
N 2.159 -0.350 -5.600 -0.556
N 3.277 -0.019 -5.011 -0.847
N 3.052 -0.023 -3.735 0.319
N 1.807 -0.354 -3.405 0.355
C -0.972 -0.992 -3.867 -0.087
N -2.240 -1.285 -4.108 -0.952
N -2.823 -1.259 -2.904 -0.637
N -1.953 -0.972 -1.999 0.549
N -0.741 -0.799 -2.563 0.486
H -0.320 -0.956 -5.799 0.250
C 4.362 7.975 -3.068 -1.549
C 3.413 6.821 -2.874 0.567
C 3.788 5.676 -2.177 -0.904
C 2.949 4.585 -2.022 0.711
C 3.415 3.441 -1.167 -0.832
C 1.653 4.599 -2.632 0.988
C 0.768 3.481 -2.666 -1.012
O 1.047 2.246 -2.370 -0.428
C 1.241 5.806 -3.275 0.839
C -0.141 5.936 -3.857 -1.759
C 2.117 6.867 -3.389 -0.669
H 5.225 7.888 -2.407 0.336
H 3.869 8.930 -2.869 0.354
H 4.731 8.007 -4.099 0.285
H 4.772 5.640 -1.717 0.267
H 4.297 3.736 -0.592 0.344
H 3.678 2.573 -1.771 0.160
H 2.636 3.131 -0.473 -0.179
H -0.235 3.686 -3.045 0.262
H -0.289 5.240 -4.689 0.326
H -0.299 6.949 -4.228 0.354
H -0.907 5.720 -3.109 0.315
H 1.787 7.767 -3.901 0.270
C 5.685 -1.669 0.692 -1.121
N 4.599 -0.718 0.679 0.020
C 3.496 -0.919 1.584 -0.362
C 2.342 -0.336 0.786 -0.307
O 1.185 -0.241 1.213 -0.395
N 2.736 0.032 -0.427 0.941
C 4.091 -0.213 -0.525 -0.273
N 4.777 0.038 -1.576 -0.688
H 6.190 -1.646 1.657 0.325
H 6.411 -1.412 -0.076 0.365
H 5.332 -2.691 0.501 0.302
H 3.629 -0.392 2.532 0.229
H 3.300 -1.978 1.794 0.281
H 3.782 0.161 -2.985 0.192
H 5.764 -0.161 -1.491 0.099
C -0.994 -2.162 5.350 -0.910
C 0.319 -2.222 4.572 -0.952
C 0.071 -2.536 3.082 0.563
C -1.298 -2.012 2.610 0.312
C -1.590 -0.706 3.359 0.108
C -1.866 -1.001 4.840 -1.049
P -1.433 -1.702 0.760 0.423
C -0.773 -3.291 -0.008 0.253
C 0.745 -3.209 -0.239 1.082
C 1.220 -4.304 -1.203 -0.963
C 0.475 -5.632 -0.973 -0.891
C -0.068 -5.703 0.452 -0.860
C -1.146 -4.630 0.662 -0.893
C -3.277 -1.976 0.494 -0.025
C -4.024 -0.634 0.561 0.751
C -5.506 -0.858 0.274 -1.185
C -6.162 -1.751 1.352 -0.856
C -5.116 -2.499 2.184 -0.698
C -4.017 -3.076 1.293 -0.904
H -0.802 -2.052 6.420 0.542
H -1.518 -3.113 5.217 0.281
H 0.980 -2.977 5.005 0.599
H 0.831 -1.259 4.671 0.311
H 0.136 -3.617 2.927 0.321
H 0.849 -2.058 2.492 -1.288
H -2.066 -2.738 2.892 0.715
H -2.435 -0.171 2.923 -0.747
H -0.719 -0.054 3.254 0.052
H -2.922 -1.255 4.975 0.283
H -1.679 -0.100 5.431 0.481
H -1.238 -3.258 -0.999 0.839
H 1.264 -3.301 0.718 0.072
H 1.010 -2.235 -0.660 -1.309
H 2.297 -4.450 -1.073 0.519
H 1.063 -3.968 -2.231 0.217
H 1.135 -6.477 -1.175 0.475
H -0.369 -5.710 -1.665 0.367
H 0.753 -5.565 1.163 0.239
H -0.497 -6.689 0.646 0.547
H -1.314 -4.510 1.734 0.014
H -2.083 -4.990 0.232 0.383
H -3.301 -2.255 -0.556 0.829
H -3.596 0.030 -0.190 -0.315
H -3.911 -0.149 1.535 -0.311
H -5.587 -1.326 -0.710 0.404
H -6.026 0.101 0.214 0.389
H -6.821 -2.480 0.873 0.357
H -6.785 -1.148 2.019 0.367
H -5.598 -3.303 2.747 0.514
H -4.667 -1.820 2.916 -0.013
H -4.478 -3.773 0.586 0.357
H -3.341 -3.665 1.912 0.318
```